# 1
Molecular formula: C24H22ClF3N4O4
Method: DFT, the ωB97M-V functional and the def2-TZVPD basis

The value obtained for the gap between HOMO and LUMO is 9.35 eV. The energy above the lowest of the compared OMol25 structures with the same formula, charge and spin comes out at 0.00 kcal/mol. As for the total energy: -2207.24485 hartree. The HOMO energy is -10.0 eV.

Geometry as XYZ:
```
58
C24H22ClF3N4O4 | OMol25 | the ωB97M-V functional and the def2-TZVPD basis
C -0.80805 -4.74052 1.95522
C -1.47481 -4.81640 0.96197
C -2.18113 -4.52244 -0.32227
C -3.33513 -3.48987 -0.00978
C -3.36344 -2.28040 -0.97593
C -3.33739 -0.88758 -0.29137
C -4.10283 -0.83092 0.97663
N -4.45159 -0.87170 2.07656
C -1.90200 -0.27798 -0.13307
Cl -2.13380 1.25900 0.82527
C -1.38014 0.12914 -1.45848
N -0.78160 0.35684 -2.41724
C -0.91990 -1.16742 0.67739
C 0.09084 -1.94871 -0.20579
C 1.44316 -1.23334 -0.34302
F 1.96784 -1.57647 -1.51984
F 2.28794 -1.73244 0.56960
F 1.37774 0.07273 -0.21860
H -0.19122 -4.60537 2.81539
H -1.48342 -4.08799 -1.04161
H -2.58106 -5.47887 -0.66991
H -3.22585 -3.22888 1.04406
H -4.26091 -4.06034 -0.14121
H -4.27272 -2.30969 -1.58726
H -2.53926 -2.32395 -1.70284
H -3.84434 -0.19512 -0.97910
H -1.51593 -1.86974 1.26668
H -0.35279 -0.51537 1.34730
H 0.31442 -2.87564 0.33576
H -0.31646 -2.23097 -1.17823
C 2.88833 1.44730 3.59147
C 2.32831 0.32884 2.98782
C 1.54875 -0.54246 3.73000
C 1.33377 -0.28281 5.07153
C 1.89039 0.82376 5.68926
C 2.67259 1.69205 4.94180
N 0.48756 -1.19644 5.84995
O 0.03214 -2.16849 5.27761
O 0.28996 -0.92818 7.01593
H 3.49329 2.13001 3.00821
H 2.49632 0.13774 1.94016
H 1.11549 -1.41180 3.25533
H 1.72266 1.01908 6.73873
H 3.11147 2.56193 5.41175
C 0.95135 2.66346 -3.63518
C 2.29052 2.76880 -3.99080
C 2.74107 3.88240 -4.68280
C 1.84112 4.88338 -5.00792
C 0.50253 4.78892 -4.66638
C 0.05887 3.67107 -3.97679
N 2.31871 6.07542 -5.71959
O 3.49449 6.11980 -6.02185
O 1.51133 6.95004 -5.96228
H 0.60253 1.79701 -3.09082
H 2.98455 1.98215 -3.72535
H 3.78334 3.96014 -4.95744
H -0.19508 5.57187 -4.92742
H -0.98428 3.58588 -3.70150
```

Results of the natural (NBO) charge analysis, in e, for atoms 1 through 5: atom 1 (C): -0.26, atom 2 (C): 0.00, atom 3 (C): -0.47, atom 4 (C): -0.41, atom 5 (C): -0.39



# 2
Molecular formula: C24H22GaN5SSe2
Method: DFT, the ωB97M-V functional and the def2-TZVPD basis

The value obtained for the gap between HOMO and LUMO is 7.09 eV. The energy above the lowest of the compared OMol25 structures with the same formula, charge and spin comes out at 1.26 kcal/mol. As for the total energy: -8327.01572 hartree. The HOMO energy is -13.3 eV. As for the charge: +2.

Geometry as XYZ:
```
55
C24H22GaN5SSe2 | OMol25 | the ωB97M-V functional and the def2-TZVPD basis
Ga 0.08200 0.15753 -0.04156
C -2.24529 -1.18379 -2.24013
C -1.98187 -1.96056 -0.98179
C -2.64328 -3.19396 -0.83718
C -2.53992 -3.89489 0.32678
C -1.84686 -3.33949 1.42227
C -1.83341 -3.96161 2.68887
C -1.23995 -3.32952 3.74357
C -0.64812 -2.06666 3.57049
C -0.61969 -1.43894 2.34549
S 0.14137 0.14669 2.21459
C -1.21041 -2.09362 1.23234
N -1.21073 -1.47604 -0.00846
H -3.30361 -1.27744 -2.48276
H -1.69264 -1.59204 -3.08746
H -2.01004 -0.12735 -2.14221
H -3.24046 -3.56008 -1.66067
H -3.03118 -4.85341 0.44159
H -2.31942 -4.92063 2.80877
H -1.23447 -3.78502 4.72416
H -0.20530 -1.56786 4.42304
Se 0.59978 3.01169 -0.41621
Se 0.26788 2.84049 -2.70655
C 0.61615 0.98130 -3.03188
C 1.01414 0.71002 -4.33929
C 1.31580 -0.58640 -4.69896
C 1.24419 -1.58339 -3.73115
C 0.84379 -1.23666 -2.46602
N 0.49915 0.02119 -2.11534
C -1.24113 2.76298 0.04132
C -2.08046 3.78277 0.43054
C -3.39856 3.45322 0.72900
C -3.80779 2.13469 0.61889
C -2.88893 1.17539 0.23085
N -1.62242 1.48576 -0.05742
H 1.11076 1.51975 -5.05038
H 1.63022 -0.81425 -5.70862
H 1.49841 -2.60959 -3.95352
H 0.78183 -1.98281 -1.68456
H -1.72192 4.79992 0.49670
H -4.09278 4.22081 1.04347
H -4.82300 1.84197 0.84438
H -3.16014 0.13039 0.16834
C 2.54407 -2.22899 1.41246
C 2.99476 -1.09186 0.57024
N 2.25602 -0.22514 -0.11275
C 3.14040 0.56737 -0.82851
C 4.40986 0.19238 -0.55245
N 4.29660 -0.85356 0.32917
H 1.52290 -2.08885 1.74805
H 3.17351 -2.32802 2.29637
H 2.60766 -3.16380 0.85114
H 2.81644 1.35246 -1.48764
H 5.35848 0.57376 -0.88486
H 5.06132 -1.36864 0.73545
```

Results of the natural (NBO) charge analysis, in e, for atoms 1 through 5: atom 1 (Ga): 1.48, atom 2 (C): -0.66, atom 3 (C): 0.28, atom 4 (C): -0.23, atom 5 (C): -0.06



# 3
Molecular formula: C24H22HfN6O2
Method: DFT, the ωB97M-V functional and the def2-TZVPD basis

The value obtained for the gap between HOMO and LUMO is 3.90 eV. The energy above the lowest of the compared OMol25 structures with the same formula, charge and spin comes out at 0.00 kcal/mol. As for the total energy: -1453.27894 hartree. The HOMO energy is -17.9 eV. As for the charge: +4.

Geometry as XYZ:
```
55
C24H22HfN6O2 | OMol25 | the ωB97M-V functional and the def2-TZVPD basis
N -0.24849 2.29708 -0.00909
C -0.13536 3.44538 -0.20952
C 0.02174 4.85046 -0.42922
H -0.95341 5.33058 -0.58599
H 0.64252 5.03546 -1.31696
H 0.50101 5.33285 0.43392
N 1.48736 -1.08040 -0.27139
C 2.42063 -1.68940 -0.60627
C 3.56404 -2.37228 -1.09515
H 4.07438 -1.79666 -1.87013
H 3.29785 -3.33867 -1.52794
H 4.28094 -2.55293 -0.29205
N -2.19791 -0.52192 0.00130
C -3.19740 -1.09200 -0.21164
C -4.36856 -1.89433 -0.40277
H -4.37078 -2.75682 0.28195
H -4.41444 -2.27344 -1.43489
H -5.27853 -1.30789 -0.21305
Hf -0.19288 0.16192 0.11540
C -0.47375 -2.84591 0.66866
O -0.30993 -3.88725 1.12397
C 2.24904 1.34513 0.98350
O 3.30499 1.72143 1.23385
C 0.49181 1.36950 -2.57166
C -0.89871 1.44252 -2.51608
C -1.66197 0.28133 -2.54178
C -1.02894 -0.96438 -2.60162
C 0.34160 -1.02845 -2.73187
C 1.11050 0.13357 -2.71794
H 1.08109 2.28001 -2.70845
H -1.40632 2.40666 -2.61859
H -2.74172 0.35906 -2.66713
H -1.62860 -1.86802 -2.74122
H 0.80595 -1.98328 -2.98558
H 2.16910 0.09570 -2.96296
N -0.99269 1.74376 11.13325
C -0.77676 1.51500 10.00725
C -0.53418 1.16229 8.61826
C -1.48703 1.45596 7.63218
C -1.29090 1.07774 6.29651
C -0.13367 0.37503 5.94487
C 0.81481 0.05638 6.92819
C 0.61810 0.46552 8.24717
N 0.07581 -0.05918 4.60497
C 0.98630 -1.05621 4.21996
C 0.96730 -1.14404 2.85944
N 0.02174 -0.20111 2.36458
C -0.51830 0.39718 3.46461
H -2.39710 1.98151 7.91669
H -2.04929 1.30401 5.54414
H 1.71301 -0.50244 6.68312
H 1.36416 0.22838 8.99952
H 1.56716 -1.60494 4.95707
H 1.55818 -1.79626 2.19580
H -1.31030 1.14202 3.44180
```

Results of the natural (NBO) charge analysis, in e, for atoms 1 through 5: atom 1 (N): -0.71, atom 2 (C): 0.73, atom 3 (C): -0.80, atom 4 (H): 0.34, atom 5 (H): 0.33



# 4
Molecular formula: C24H22KO2
Method: DFT, the ωB97M-V functional and the def2-TZVPD basis

The value obtained for the gap between HOMO and LUMO is 6.02 eV. As for the total energy: -1678.22349 hartree. The HOMO energy is -3.4 eV. As for the charge: -1.

Geometry as XYZ:
```
49
C24H22KO2 | OMol25 | the ωB97M-V functional and the def2-TZVPD basis
K -0.02128 -0.77710 -0.54653
C 1.83153 6.00904 3.69723
C 1.67152 4.66992 3.02338
C 0.50929 4.34736 2.33262
C 0.34142 3.10894 1.71833
C -0.93067 2.78921 0.97290
C 1.37405 2.17485 1.78566
C 2.55027 2.47428 2.47439
C 3.65998 1.45584 2.55411
C 2.68077 3.71576 3.08864
C 1.24698 0.84749 1.06537
O 0.49222 -0.02621 1.57603
O 1.86472 0.73925 -0.02563
H 1.16604 6.75599 3.26081
H 2.85396 6.38142 3.60495
H 1.60408 5.95512 4.76548
H -0.28855 5.08246 2.25919
H -1.59877 3.65165 0.95391
H -1.46288 1.95528 1.43339
H -0.73030 2.50831 -0.06529
H 3.90637 1.07086 1.56402
H 3.35981 0.60066 3.16589
H 4.55727 1.89143 2.99639
H 3.60360 3.94692 3.61593
C 0.50340 -7.18653 -2.23648
C -0.17367 -6.50529 -3.24813
C -0.64173 -5.21717 -3.04575
C -0.44831 -4.57063 -1.82443
C 0.23077 -5.25665 -0.82188
C 0.70394 -6.55106 -1.02022
C -0.95123 -3.18098 -1.58159
C -1.59086 -2.42675 -2.47804
C -2.18696 -1.12708 -2.32160
C -1.61919 0.05504 -2.87458
C -2.23482 1.29146 -2.75141
C -3.44349 1.43802 -2.07639
C -4.01600 0.29564 -1.52247
C -3.41572 -0.94900 -1.63690
H 0.86794 -8.19365 -2.39751
H -0.33964 -6.98766 -4.20543
H -1.16651 -4.66983 -3.82111
H 0.39057 -4.76469 0.13263
H 1.22913 -7.05712 -0.21891
H -0.74348 -2.86088 -0.55571
H -0.68474 -0.02489 -3.41968
H -1.75311 2.15887 -3.18889
H -3.91780 2.40594 -1.98158
H -4.95266 0.37450 -0.98065
H -3.88726 -1.81835 -1.19445
```

Results of the natural (NBO) charge analysis, in e, for atoms 1 through 5: atom 1 (K): 0.92, atom 2 (C): -0.62, atom 3 (C): -0.03, atom 4 (C): -0.23, atom 5 (C): 0.00



> Among the records above, which one has the highest gap between HOMO and LUMO?

C24H22ClF3N4O4



> Among the records above, which one has the highest gap between HOMO and LUMO?

C24H22ClF3N4O4